ORCA calculation (ωB97M-V with the def2-TZVPD basis set) on a molecular structure, C48H51ClN9O2S2Y.

Last column: Mulliken charge in e.
Positions of all 114 atoms, in Å:
Y  -0.285732  -1.019730  0.414486  -1.67
C  0.327211  0.519560  4.205166  -0.75
C  1.770065  0.630125  3.680630  -0.75
C  2.280485  -0.481712  2.719755  -0.75
N  1.244573  -1.391333  2.247178  1.00
C  1.414193  -2.671392  2.497495  0.91
C  2.671806  -3.272417  2.806057  -0.56
C  2.986814  -4.377390  3.557799  -0.66
C  2.143163  -5.215611  4.279747  -0.60
C  0.764385  -5.192502  4.193578  -0.55
C  -0.056044  -4.501657  3.318328  -1.08
C  0.231395  -3.544397  2.312165  0.79
N  -0.565706  -3.245288  1.306007  1.29
C  -1.615894  -4.208990  1.003912  -1.60
C  -3.028642  -3.726018  1.307782  -0.54
C  -3.451242  -2.611019  0.353198  -1.56
N  -2.765925  -1.357280  0.627128  0.99
C  -3.402157  -0.481104  1.355214  1.08
C  -4.611007  -0.763981  2.075867  -1.20
C  -5.649779  0.048107  2.451993  -0.60
C  -5.794494  1.424772  2.292837  -0.63
C  -4.765957  2.271926  1.939967  -0.70
C  -3.419637  2.005299  1.739003  -0.12
C  -2.696666  0.800366  1.631964  0.05
N  -1.374219  0.701495  1.667946  1.46
C  -0.630762  1.806603  2.245355  -0.29
C  -0.541303  1.697661  3.765403  -1.32
H  -0.129484  -0.410334  3.853432  0.07
H  0.334320  0.467509  5.295385  0.45
H  1.897077  1.599596  3.191419  0.14
H  2.454835  0.646962  4.531527  0.64
H  2.776097  -0.013691  1.857207  -0.59
H  3.052349  -1.042923  3.252245  0.98
H  3.517780  -2.746687  2.377608  0.40
H  4.048537  -4.587157  3.635783  0.37
H  2.596979  -5.938617  4.944308  0.35
H  0.236700  -5.861365  4.866316  0.37
H  -1.109652  -4.732626  3.415091  0.35
H  -1.578839  -4.424335  -0.070941  -0.01
H  -1.420386  -5.163587  1.500728  0.97
H  -3.717248  -4.569090  1.197410  0.46
H  -3.095310  -3.377007  2.342702  0.35
H  -3.193968  -2.923731  -0.666364  0.15
H  -4.538330  -2.473359  0.370608  0.76
H  -4.746963  -1.811448  2.310293  0.26
H  -6.484042  -0.468425  2.916285  0.38
H  -6.755141  1.863141  2.526448  0.35
H  -5.022881  3.325204  1.884215  0.35
H  -2.813124  2.895178  1.626730  0.27
H  0.382701  1.764823  1.849259  -0.72
H  -1.016144  2.789919  1.956325  0.38
H  -0.116153  2.630157  4.152069  0.45
H  -1.547561  1.606694  4.182036  0.44
N  -2.679238  0.278048  -3.698361  0.06
C  -2.555786  1.648932  -3.999346  -0.35
C  -2.768486  2.105735  -5.286733  -0.62
C  -2.660197  3.461445  -5.571040  -0.66
C  -2.320791  4.353594  -4.569076  -0.89
C  -2.081268  3.886128  -3.282318  -0.51
C  -2.212508  2.539198  -2.989866  0.71
S  -1.989272  1.963356  -1.341027  -0.14
N  -1.623598  0.323526  -1.578920  0.21
C  -2.035561  -0.288387  -2.618538  -0.33
C  -1.802812  -1.759062  -2.709918  0.47
C  -2.509723  -2.569085  -3.587617  -0.82
C  -2.169919  -3.912184  -3.668539  -0.96
C  -1.136887  -4.388980  -2.886684  -0.87
C  -0.511086  -3.517776  -2.001130  -0.72
N  -0.847717  -2.235146  -1.906320  1.17
H  -2.754728  -0.315099  -4.510179  0.22
H  -3.029039  1.403243  -6.068469  0.41
H  -2.840661  3.811139  -6.576359  0.39
H  -2.236760  5.408897  -4.782146  0.42
H  -1.812010  4.573686  -2.493403  0.54
H  -3.327614  -2.181120  -4.176576  0.67
H  -2.707654  -4.568507  -4.337843  0.43
H  -0.825576  -5.421166  -2.930435  0.53
H  0.288462  -3.838490  -1.340873  0.40
N  1.126696  0.168079  -3.474892  -0.38
H  0.690443  -0.349602  -4.231398  0.26
H  1.161949  -0.452595  -2.667563  -0.36
H  2.100102  0.295075  -3.745772  0.19
Cl  4.239310  -1.216744  -2.479542  -0.19
C  3.945255  -2.183626  -1.004322  -0.52
C  2.458191  -2.452122  -0.752181  0.27
O  2.146847  -3.608205  -0.482667  -0.71
O  1.691708  -1.439777  -0.789911  1.17
H  4.357488  -1.615915  -0.169314  0.03
H  4.474991  -3.125248  -1.117704  0.53
N  0.993626  1.188563  -0.432867  0.47
S  2.134519  2.046449  0.215650  0.44
C  3.650870  1.878575  -0.727319  0.74
C  3.689011  2.172537  -2.084546  -0.43
C  4.878702  2.021653  -2.774587  -0.87
C  6.019007  1.584415  -2.110828  -0.46
C  5.970363  1.285606  -0.760772  -0.70
C  4.778602  1.428748  -0.061987  -0.38
C  1.871752  3.807419  -0.065773  0.22
C  0.957922  4.247262  -1.006744  -0.18
C  0.784123  5.612404  -1.189423  -0.74
C  1.506658  6.515953  -0.426670  -0.50
C  2.409715  6.061167  0.525155  -0.94
C  2.591363  4.701132  0.711963  -0.56
H  0.998035  1.243244  -1.450450  -0.34
H  2.799406  2.513638  -2.595073  0.49
H  4.919966  2.247287  -3.830918  0.39
H  6.946530  1.469604  -2.654445  0.38
H  6.855630  0.933737  -0.249490  0.44
H  4.725015  1.192527  0.991728  0.51
H  0.384789  3.524003  -1.570654  0.27
H  0.082580  5.973736  -1.929344  0.46
H  1.361860  7.578075  -0.567504  0.42
H  2.966237  6.766371  1.125208  0.41
H  3.290097  4.335770  1.452584  0.44

Forces on the atoms, in the same order (eV/Å):
-0.104 0.456 -0.664
-0.066 -0.110 -0.038
0.072 0.017 0.046
0.108 -0.013 -0.110
-0.004 -0.118 -0.019
-0.030 0.001 0.088
0.000 0.118 -0.011
0.005 -0.085 0.027
0.033 0.012 0.004
0.003 -0.044 0.019
-0.078 -0.023 -0.031
0.050 0.104 0.003
0.098 -0.001 0.091
0.001 -0.082 -0.098
0.022 0.025 -0.009
-0.042 0.010 -0.070
0.164 0.093 0.126
0.085 0.060 0.186
0.016 -0.123 -0.160
-0.055 0.064 0.034
-0.030 -0.044 0.012
-0.017 0.034 0.005
0.116 0.084 0.130
-0.064 -0.216 0.047
-0.165 -0.026 -0.163
0.123 0.069 -0.048
-0.029 0.040 -0.011
0.051 0.097 0.052
-0.009 0.007 0.002
0.003 -0.001 0.018
-0.013 0.010 -0.028
-0.057 -0.073 0.084
-0.070 0.076 -0.052
-0.012 -0.024 0.022
0.024 -0.002 0.007
0.006 -0.015 0.007
-0.005 -0.009 0.005
-0.009 -0.001 0.011
-0.013 -0.004 0.102
-0.030 0.075 -0.039
-0.008 -0.012 -0.011
0.001 -0.011 -0.001
-0.007 -0.006 0.039
0.083 -0.017 -0.011
-0.020 -0.026 -0.012
-0.018 -0.004 0.003
-0.026 0.010 0.006
-0.003 0.016 -0.001
-0.037 -0.020 0.009
-0.105 0.017 0.039
0.061 -0.056 -0.010
0.013 0.007 0.031
-0.022 0.008 0.006
-0.131 -0.076 0.020
0.051 0.066 0.047
0.036 0.036 -0.007
0.002 -0.009 0.053
0.000 -0.045 -0.002
-0.009 -0.047 -0.086
0.007 0.026 -0.010
-0.154 0.020 0.038
0.084 -0.123 -0.084
0.099 -0.007 0.051
0.101 0.022 -0.090
0.096 0.078 0.049
0.058 -0.023 0.041
-0.022 0.054 -0.005
0.028 -0.021 -0.067
-0.272 0.068 0.223
0.009 0.055 0.086
-0.011 -0.035 -0.038
-0.014 0.028 -0.063
0.001 0.062 -0.017
0.032 0.063 0.085
-0.043 0.006 -0.025
-0.024 -0.035 -0.031
0.022 -0.066 -0.002
0.037 -0.038 0.020
0.113 0.110 -0.057
0.000 0.028 0.030
0.076 -0.145 0.004
-0.146 -0.056 0.025
-0.038 -0.170 -0.006
0.037 -0.112 -0.017
0.238 -0.065 0.045
0.001 -0.226 0.025
-0.136 0.016 0.049
-0.015 0.003 -0.022
-0.040 0.068 0.013
-0.147 0.037 0.279
0.092 -0.041 -0.114
-0.035 0.070 -0.009
0.075 0.031 0.077
0.002 0.083 0.072
0.015 0.084 -0.025
0.011 -0.001 0.018
0.002 0.000 -0.051
-0.014 -0.104 -0.101
0.041 -0.030 0.028
-0.031 -0.031 -0.021
0.030 0.021 0.029
-0.025 0.014 -0.001
0.024 0.012 -0.037
-0.077 -0.018 -0.092
-0.097 0.046 -0.043
0.002 0.010 -0.052
0.025 -0.014 -0.020
0.028 -0.008 0.020
0.003 -0.008 0.093
-0.048 -0.055 -0.053
-0.025 -0.002 -0.026
0.002 0.036 -0.008
0.030 0.040 0.039
0.057 -0.026 0.063

Molar mass: 974.5 g mol⁻¹
2S+1: 1
Frontier orbital gap: 6.06 eV
Relative energy (zero: lowest compared OMol25 entry of this formula, charge and spin): 55.94 kJ/mol